Entry 1:
C14H24BCl4N4O3 | wB97M-V/def2-TZVPD

Results
* charge: +1
* LUMO: -5.2 eV
* frontier orbital gap: 6.4 eV
* largest force on an atom: 0.098 Eh/bohr
* highest occupied orbital energy: -11.60 eV
* DFT total energy: -77767.16359 eV

Each line ends with the natural charge from an NBO analysis.
Geometry (Å):
H -1.850083 1.680709 -3.915845  0.25
C -0.864879 3.968175 -0.221499  -0.39
H -0.445234 0.760064 -0.293419  0.47
C 0.699473 -0.996680 -3.256312  0.13
B -2.609906 -1.096439 0.874429  1.26
H -0.801210 -4.384234 -1.804736  0.25
H -1.056364 3.914877 0.852123  0.23
H -3.221304 -0.418012 -0.889234  0.51
H 1.632000 -1.487031 1.684592  0.43
Cl 3.600321 0.353152 7.339147  -0.04
H -0.035027 -2.937341 -3.565441  0.39
H 0.866081 -0.143093 2.232131  0.41
C -1.377664 5.285876 -0.768586  -0.39
C 2.388595 -0.695855 5.118327  -0.39
H -2.464777 5.353264 -0.699696  0.23
Cl 1.701650 0.848677 4.548422  -0.08
C 0.425771 2.191214 -3.491984  -0.22
O -3.557946 -1.348271 1.910987  -0.84
O -2.906282 -0.012491 -0.048292  -0.92
H -0.947831 6.113905 -0.202282  0.24
C -0.185114 -1.043096 0.758393  0.84
H 3.384876 -0.802552 4.685381  0.23
C 2.425563 -0.781128 6.631001  -0.40
C 1.957575 -0.066578 -3.109367  -0.27
C -0.370243 -3.647349 -1.023607  -0.52
C 0.879361 -2.909171 -1.752902  0.71
H -2.514149 -3.102855 -0.660520  0.24
H -0.027218 -4.298380 -0.146373  0.27
H -1.589214 -0.917568 -3.692954  0.22
H 0.306627 3.324277 -3.562702  0.26
C 1.798792 1.486364 -3.208218  -0.22
H 2.694115 2.173928 -3.070968  0.24
N 0.778505 -2.463720 -3.146440  -0.65
H 2.730011 -1.784023 6.936676  0.23
O 1.924890 -2.789534 -1.051103  -0.57
Cl -0.917338 5.533276 -2.471896  -0.05
N -1.337629 -1.940316 0.694868  -0.74
H 0.209438 3.857277 -0.381354  0.23
N 0.695150 -1.137967 1.956894  -0.84
H 1.016404 -0.152112 -0.692545  0.47
Cl -1.682595 2.566713 -0.961883  -0.04
H 1.755516 -1.490030 4.717357  0.22
N 0.134956 -0.099142 -0.149495  -0.86
H -1.566523 -1.745662 -1.465244  0.22
C -0.650364 -0.265096 -3.544928  -0.29
H 1.447501 -0.574261 7.068838  0.23
H -3.147082 -2.024048 2.504446  0.51
C -1.489479 -2.564067 -0.658107  -0.25
H 2.975106 -0.559688 -2.930251  0.26
C -0.812826 1.266047 -3.675829  -0.20

Atomic forces in eV per Å
1.8 -0.6 0.4
0.2 0.4 0.2
-0.4 -1.3 -0.9
0.0 5.0 -0.6
-2.8 1.2 1.0
0.4 1.2 1.2
-0.1 0.0 -0.1
0.3 0.7 0.6
-0.6 -0.4 0.2
-0.1 0.0 -0.1
0.4 0.7 0.1
0.1 -0.9 -0.3
-0.1 0.0 0.2
0.1 -0.4 0.1
0.1 -0.1 -0.1
0.0 0.1 -0.1
0.3 -4.6 0.2
3.3 -0.3 -1.7
0.2 -2.8 0.9
0.0 -0.1 0.0
1.1 -0.7 1.3
-0.1 0.1 0.1
-0.1 -0.1 0.0
-3.2 0.9 -0.4
0.1 0.0 -1.6
2.4 -0.8 2.6
1.6 0.8 0.2
-0.4 1.3 -1.2
1.6 1.1 0.2
0.4 -1.9 0.1
-3.1 -1.4 -0.4
-1.2 -1.3 -0.2
-0.9 0.8 2.2
0.0 0.1 -0.1
-3.5 0.5 -2.7
0.0 0.0 0.0
1.6 2.3 0.1
-0.1 0.0 -0.1
-1.2 0.7 -2.3
0.0 0.5 1.1
0.0 0.2 0.3
0.0 0.1 0.1
-0.7 -0.3 0.2
0.4 -1.3 1.0
1.9 1.2 0.2
0.1 0.1 -0.1
-0.7 0.6 -0.4
-0.9 -0.6 -1.6
-1.7 0.9 -0.3
3.5 -1.6 0.5


Entry 2:
C14H24BiClN5O6 | wB97M-V/def2-TZVPD

Results
* charge: +1
* LUMO (spin up / spin down): -5.9 / -6.0 eV
* frontier orbital gap (spin up / spin down): 5.8 / 5.8 eV
* relative energy (zero: lowest compared OMol25 entry of this formula, charge and spin): 0.0 kcal/mol
* largest force on an atom: 0.068 Eh/bohr
* highest occupied orbital energy (spin up / spin down): -11.73 / -11.80 eV
* DFT total energy: -52990.67421 eV

Each line ends with the natural charge from an NBO analysis.
Geometry (Å):
Cl 3.449065 2.273308 3.685523  0.06
H -2.896788 2.304248 2.542586  0.27
N -0.933759 -2.012931 -0.157733  -0.06
H -0.264591 -0.971250 -3.810660  0.48
H -1.564899 -4.678960 0.449381  0.27
H -2.361570 -0.545826 1.037269  0.50
N 1.029405 0.088195 1.473529  -0.47
C 0.839674 -0.994663 2.217301  0.03
O -2.091322 -2.036927 0.417622  -0.34
H 0.929755 0.126569 -3.436654  0.51
C -1.267271 -4.425470 -0.577442  -0.68
C -1.538606 2.421019 0.903076  0.21
H -1.590848 3.516162 2.736925  0.25
O 2.774004 -1.880568 -0.897169  -0.14
N 0.023693 2.545693 -0.877910  -0.21
C 2.460556 0.980915 3.155078  -0.07
C -0.421335 -3.210983 -0.593343  0.19
C 1.455916 -1.179150 3.458761  -0.22
Bi -0.081239 0.242945 -1.177725  1.76
O 0.542462 -0.875109 -3.273696  -1.04
H -2.753128 -0.384214 -1.783461  0.23
H 1.912915 1.968405 1.292937  0.21
H 1.215344 2.538630 -2.301103  0.51
C 0.913850 -3.153839 -1.047968  0.22
C 2.287430 -0.167566 3.934465  -0.18
O 1.274280 1.426158 -3.245515  -1.13
H 0.515171 4.945831 -0.273684  0.27
H 1.454506 -3.697875 -3.018515  0.29
O -2.463691 0.399895 1.396270  -0.54
N -1.645444 1.129100 0.576408  -0.17
H -0.738468 -5.287656 -0.993785  0.24
H 2.601175 -4.221004 -1.750524  0.26
C -0.141484 4.553868 0.508052  -0.69
H 0.411265 4.549114 1.460396  0.25
C 1.539770 -4.094836 -1.992229  -0.69
H 0.167616 -1.756890 1.817545  0.19
H -1.013515 5.208563 0.625072  0.25
H 1.031630 -5.064738 -1.954915  0.25
H 2.799337 -0.237772 4.888905  0.25
H 0.933540 1.878309 -4.040814  0.48
C -2.050657 0.307717 -2.264524  -1.10
C -2.287995 3.052992 2.022865  -0.69
H -2.946706 3.850713 1.644853  0.25
O 0.965608 3.252513 -1.569690  -0.54
C -0.568340 3.178851 0.141417  0.22
H 1.260786 -2.097879 4.001990  0.24
H -1.945627 0.069532 -3.327852  0.22
H -2.406874 1.338151 -2.133380  0.24
C 1.801044 1.085713 1.918682  0.01
H -2.180568 -4.257219 -1.161715  0.26
N 1.564917 -1.999808 -0.644903  0.08

Atomic forces in eV per Å
0.2 0.2 0.1
0.2 0.3 -0.2
-1.9 -0.2 1.0
0.6 0.0 0.2
0.0 0.2 -0.2
-0.4 1.1 0.5
-0.1 0.5 0.1
0.3 -0.1 0.6
2.4 -0.6 -1.3
0.2 -0.2 -0.2
-0.1 -0.5 -0.2
-0.7 -3.2 -0.3
-0.2 -0.1 -0.2
-2.5 -0.2 0.7
-1.1 2.6 1.8
-0.6 -0.4 -0.5
0.1 0.3 0.2
-0.1 0.3 -0.5
0.0 0.3 -0.7
-0.4 -0.5 -0.3
0.1 0.2 -0.1
0.0 -0.1 0.1
0.1 0.3 -0.1
-0.8 0.4 0.2
0.0 0.1 -0.2
-0.5 0.3 -0.2
-0.2 0.0 0.3
0.1 0.0 0.3
0.3 -0.8 -0.8
0.2 2.7 1.3
-0.2 0.2 0.1
-0.2 0.1 -0.1
-0.1 0.4 0.0
-0.2 0.0 -0.2
0.2 -0.4 -0.1
0.3 0.3 0.2
0.2 -0.1 0.0
0.2 0.3 -0.1
-0.1 -0.1 -0.1
0.2 -0.2 0.5
-0.2 0.3 0.2
-0.3 0.0 0.3
0.2 -0.2 0.1
-0.5 -1.0 0.3
2.1 -1.0 -2.6
0.2 0.2 0.1
-0.1 0.1 0.3
-0.1 -0.3 -0.2
0.2 -0.8 0.7
0.1 0.0 0.2
2.7 -0.5 -1.1


Entry 3:
C14H24BrCl12N3OP | wB97M-V/def2-TZVPD

Results
* charge: +1
* LUMO: -4.4 eV
* frontier orbital gap: 5.5 eV
* largest force on an atom: 0.103 Eh/bohr
* highest occupied orbital energy: -9.84 eV
* DFT total energy: -251009.21565 eV

Each line ends with the natural charge from an NBO analysis.
Geometry (Å):
H 2.070360 -0.733231 3.435391  0.24
C -1.619705 1.773167 1.462816  -0.38
C 0.444227 0.610379 -2.959918  -1.03
Cl 6.915976 1.672620 2.010414  0.00
C 2.849922 -0.812679 2.534577  -0.68
Cl -6.694385 3.638063 -0.392529  0.04
C 1.693474 0.035871 0.156664  -0.49
H 3.762811 0.522853 0.944652  0.25
P -0.981446 0.431027 -1.702809  1.29
H -0.004195 0.534197 -4.044563  0.25
H -0.778480 1.029096 3.453876  0.23
Cl -4.298317 2.207197 0.441170  0.03
H 1.364870 -0.088964 -2.764571  0.25
H 1.502821 1.077826 -0.395203  0.27
H -1.467295 -1.381976 1.693998  0.23
H 2.349214 -0.586895 -0.623696  0.23
H 1.967054 -2.568448 0.230701  0.24
H 0.323236 -2.928167 1.355583  0.23
H -6.042619 1.442127 -0.946798  0.23
C 0.360996 -0.838627 0.450374  0.16
C -0.467892 -0.747340 1.850430  -0.49
N 0.202867 -3.165932 -0.807511  -0.60
H -0.051141 -4.146301 -0.512497  0.42
C -0.948386 0.748954 2.305708  -0.21
H 0.066384 -1.273065 2.778951  0.25
Cl -0.234250 5.113236 -2.746855  0.01
Cl -4.741011 2.787587 -2.378558  0.01
C 0.794865 -2.453932 0.389706  -0.26
H -2.043963 -3.396429 -2.545682  0.46
C 2.675017 0.367469 1.414840  -0.23
Cl -4.077615 -6.613423 0.083828  0.03
Cl 1.924902 5.729214 -0.891502  0.03
H -1.009054 2.728018 1.110048  0.19
Cl 7.150246 4.122855 3.567580  0.03
C -2.887150 -7.043761 -1.156020  -0.28
Cl 6.447286 4.253346 0.744015  0.02
N -0.763423 -0.925796 -0.578114  -0.74
H -2.727441 1.695099 1.048041  0.17
H -2.892221 -8.130045 -1.275982  0.25
C -5.514420 2.392257 -0.834157  -0.28
Br 2.293239 2.168862 2.296356  0.00
C 6.296658 3.316665 2.240528  -0.28
H 0.839834 1.732076 -2.858962  0.28
H -0.371418 6.208611 -0.664617  0.24
N -2.177776 -2.897065 -1.622572  -0.84
Cl -0.218473 3.929206 -0.085764  0.02
H -2.406163 0.514924 -3.534596  0.51
Cl -1.261777 -6.544696 -0.657539  -0.01
H 5.237281 3.252231 2.501294  0.23
Cl -3.314383 -6.308403 -2.710477  0.02
H -3.119044 -2.943783 -1.174264  0.47
H 3.908903 -0.618193 3.051817  0.25
O -2.394721 -0.013054 -2.670108  -0.99
H 2.925795 -1.906814 2.096095  0.23
C 0.199203 5.358260 -1.046357  -0.28
C -1.059280 -2.326274 -1.067237  0.77

Atomic forces in eV per Å
1.6 -0.3 -2.3
1.2 -1.9 1.0
0.8 0.2 -0.9
-0.1 0.1 0.0
1.0 0.6 1.3
0.2 -0.2 -0.1
0.5 1.0 -1.1
-2.6 -0.2 1.0
-1.6 2.6 -0.8
1.1 -0.2 2.0
1.2 -0.2 -2.9
-1.8 0.5 -0.9
-1.9 1.2 -0.7
0.1 -2.3 1.3
2.2 1.0 0.1
-1.4 1.2 1.7
-2.6 0.2 1.0
1.5 0.7 -1.8
0.2 0.3 0.0
-0.4 -3.0 0.8
-2.4 0.2 1.6
-4.5 2.5 0.9
0.1 1.3 -0.9
-0.5 1.4 -0.5
-0.8 1.3 -2.3
0.0 0.0 0.2
-0.1 -0.1 0.2
1.6 0.0 0.6
-0.2 0.4 1.9
1.3 -1.3 -0.6
0.2 -0.1 -0.2
-0.3 -0.1 0.0
-2.4 -1.9 2.9
-0.2 -0.1 -0.2
-0.3 0.0 0.1
-0.1 -0.1 0.2
-1.2 -4.2 -3.1
4.4 -1.2 0.1
0.1 0.4 0.0
-0.5 0.1 -0.1
0.2 -1.5 -0.7
-0.1 0.2 0.1
-1.0 -2.4 0.0
0.2 -0.3 -0.1
1.1 0.5 -0.5
0.5 0.9 -0.9
0.2 -1.0 1.8
0.0 -0.1 0.0
0.3 0.0 -0.1
0.1 -0.1 0.1
1.3 0.9 -0.7
-2.3 -0.4 -1.1
2.2 0.5 -0.2
-0.4 2.4 0.7
0.2 0.3 -0.1
4.2 0.2 2.0


Entry 4:
C14H24Cl6F2N2O10 | wB97M-V/def2-TZVPD

Results
* LUMO: -0.4 eV
* frontier orbital gap: 9.0 eV
* relative energy (zero: lowest compared OMol25 entry of this formula, charge and spin): 586.5 kcal/mol
* largest force on an atom: 0.331 Eh/bohr
* highest occupied orbital energy: -9.38 eV
* DFT total energy: -118901.62304 eV

Each line ends with the natural charge from an NBO analysis.
Geometry (Å):
C 1.235252 -0.868832 0.847880  1.06
H 2.915112 -3.014252 3.158000  0.20
H -1.005048 1.114878 0.596890  0.21
C -0.373078 -2.994712 1.100100  -0.47
C -2.912158 1.039498 0.936880  -0.39
H 0.665192 3.923628 2.220550  0.23
H -1.515268 -0.344352 -0.149810  0.20
C -2.657508 -0.610952 -4.724760  -0.14
H 3.173732 -1.330002 3.744070  0.22
H 0.268342 1.244448 3.898770  0.23
O -0.288588 0.867728 -2.844600  -0.63
C -1.454758 -0.792022 -5.568900  0.43
H -0.872158 2.560068 3.603580  0.22
H -3.533658 -0.376572 -5.329350  0.23
F -1.394238 0.166828 -6.498280  -0.33
H -2.185488 1.427138 0.222890  0.19
H 1.861702 2.751058 2.212570  0.23
Cl -4.985198 2.639378 0.249450  -0.07
N 2.233192 1.439108 -2.858060  0.54
N 4.844112 -2.265002 2.691550  0.52
C -3.895098 2.091918 1.572330  -0.38
C -0.912438 0.227128 -3.644640  1.00
Cl -2.037168 -3.574412 0.929120  -0.09
H -3.572668 2.969408 2.132820  0.24
H -3.016098 -1.516312 -4.235020  0.20
H -4.538618 1.596738 2.299500  0.23
F 0.763052 1.688988 -0.823210  -0.34
O 1.541032 -0.227852 -0.316700  -0.45
H 3.089412 -1.620572 2.019280  0.32
H 1.094192 3.251848 -2.849010  0.20
H 0.217852 1.814068 -2.170800  0.32
Cl -0.502168 -3.968632 3.654180  -0.05
O 2.060642 -1.467942 1.545300  -0.64
O 5.373912 -3.393752 2.851530  -0.43
O 3.307992 2.085788 -2.940630  -0.39
C 0.185292 2.296708 3.626840  -0.43
C -0.627168 0.160368 0.230520  -0.21
C 0.390212 0.372308 -0.827520  0.34
C 0.404972 -3.730022 2.160440  -0.40
C 3.403392 -2.058712 2.966670  -0.53
O 2.138952 0.268928 -2.716690  -0.38
H 0.759572 -4.700472 1.813200  0.21
C 0.906452 2.181328 -2.931740  -0.48
O -2.252878 0.340398 -3.824530  -0.46
Cl 0.854292 3.248718 4.896320  -0.02
O -0.025888 -0.794162 1.159740  -0.48
H 0.017272 -3.062172 0.084630  0.20
H -1.375408 -1.740452 -6.100200  0.18
Cl -1.788098 0.623638 2.202600  0.01
O 5.596182 -1.324972 2.641370  -0.39
H 1.347782 -3.210542 2.331750  0.23
H 0.005022 0.182498 -1.829370  0.28
H 0.509632 1.946998 -3.919530  0.19
C 0.781832 2.845138 2.327120  -0.41
H -3.412978 0.120698 0.631780  0.25
O -0.422558 -0.608582 -4.682720  -0.47
Cl -0.042548 2.036488 0.905080  0.06
H -0.346638 -1.927602 1.320760  0.28

Atomic forces in eV per Å
3.1 0.5 -0.6
0.5 0.1 -0.1
-1.9 -3.9 -1.5
-0.6 -2.5 0.3
-1.5 1.9 1.9
-0.6 0.0 0.4
0.3 -0.9 -0.5
-2.0 -1.7 -1.3
0.8 -0.1 0.1
0.4 0.0 -0.5
-9.5 -9.8 -5.8
-0.4 -1.5 -0.6
0.1 -0.3 0.1
0.2 1.0 0.1
0.1 1.2 -1.1
-2.3 0.8 -0.7
0.0 -0.8 0.0
0.1 0.1 0.1
1.2 3.8 -0.4
2.5 -2.4 4.6
-0.8 -1.1 -0.8
-2.2 -1.6 -3.1
-0.7 -0.1 -0.2
1.0 -0.1 -0.6
0.6 -0.3 0.4
0.0 -0.3 -0.2
2.9 -1.2 -3.1
0.2 -2.2 1.3
4.0 -0.7 2.1
0.7 0.2 -0.1
2.6 5.5 -1.1
0.1 0.2 0.3
-9.4 3.0 -7.1
-1.9 0.4 -1.2
-2.3 -1.4 0.2
-0.7 0.9 -1.0
-1.9 -5.9 -4.1
1.0 -2.1 3.0
1.0 -1.2 -1.0
3.8 -1.4 1.9
0.8 -2.3 -0.2
-0.5 -0.3 0.1
4.7 6.8 -2.8
0.7 1.5 1.7
0.8 0.7 1.6
2.0 8.9 -1.1
0.6 -0.5 0.1
0.2 -0.1 0.4
-3.7 -1.6 4.9
-0.6 1.9 -1.2
-0.8 0.0 0.4
1.8 -2.1 2.8
1.2 1.5 -0.4
-0.3 0.4 -0.2
-0.2 0.4 -0.2
1.1 1.5 2.7
5.6 11.9 10.8
-2.3 -4.8 0.8